(1)
Entry from the Open Molecules 2025 dataset: a molecular structure, C20H28NO2SSr at a distorted geometry (wB97M-V/def2-TZVPD).

Last column: Löwdin charge in e.
Atoms and positions in Å:
Sr (-0.13, -0.46, 0.00)  1.39
S (-2.82, 3.22, 1.05)  0.45
O (2.78, -6.32, -1.25)  -0.13
O (0.34, -3.05, 0.05)  -0.28
N (-2.14, 0.50, 1.08)  -0.15
C (1.05, 1.46, 2.02)  -0.21
C (1.50, -4.94, 0.85)  -0.18
C (2.80, -7.36, -0.19)  -0.16
C (-2.42, 1.67, 1.06)  -1.08
C (1.65, 0.24, 2.43)  -0.22
C (2.54, -3.93, 0.33)  -0.15
C (1.68, -3.07, -0.58)  -0.17
C (2.54, -0.18, 1.40)  -0.25
C (3.76, -7.12, -1.98)  -0.58
C (3.77, -8.26, -0.93)  -0.08
C (0.76, -0.16, -2.77)  -0.25
C (0.51, 1.18, -2.34)  -0.24
C (-0.91, 1.35, -2.23)  -0.21
C (3.21, -7.59, -3.31)  -0.02
C (-0.50, -0.82, -2.91)  -0.25
C (0.22, -4.15, 1.02)  -0.15
C (1.54, 1.78, 0.72)  -0.24
C (-1.52, 0.11, -2.58)  -0.23
C (5.08, -6.37, -2.07)  -0.02
C (2.49, 0.78, 0.35)  -0.25
H (1.49, -0.26, 3.39)  0.07
H (-2.60, -0.07, -2.60)  0.08
H (1.25, 1.95, -2.17)  0.08
H (-0.67, -4.74, 0.78)  0.12
H (5.40, -6.03, -1.07)  0.09
H (1.56, -3.47, -1.61)  0.13
H (1.25, 2.65, 0.13)  0.09
H (3.20, -1.05, 1.44)  0.07
H (3.21, -7.00, 0.77)  0.12
H (-1.42, 2.27, -1.97)  0.08
H (2.23, -8.07, -3.17)  0.09
H (2.09, -2.04, -0.67)  0.09
H (3.35, -4.39, -0.23)  0.10
H (1.33, -5.63, 0.01)  0.08
H (1.79, -7.78, -0.05)  0.13
H (3.33, -9.20, -1.27)  0.11
H (3.88, -8.33, -3.75)  0.09
H (1.84, -5.54, 1.70)  0.11
H (4.74, -8.40, -0.45)  0.11
H (4.97, -5.52, -2.76)  0.09
H (3.10, 0.79, -0.55)  0.08
H (2.94, -3.34, 1.17)  0.11
H (5.86, -7.03, -2.46)  0.09
H (0.14, -3.74, 2.04)  0.12
H (1.74, -0.57, -3.00)  0.08
H (3.13, -6.74, -4.01)  0.09
H (0.36, 2.07, 2.61)  0.09
H (-0.64, -1.84, -3.27)  0.07

For the HOMO-LUMO gap, the calculation gives 5.859 eV. The HOMO energy comes out at -3.9578 eV. Its net charge is -1. The relative energy (zero: lowest compared OMol25 entry of this formula, charge and spin) comes out at 0.0 kcal per mole.

=====

(2)
Entry from the Open Molecules 2025 dataset: a molecular structure, C20H29Cl2N5NbO6P at a distorted geometry (wB97M-V/def2-TZVPD).

Last column: Löwdin charge in e.
Atoms and positions in Å:
Nb (1.29, -0.89, 1.12)  1.68
Cl (3.13, -3.47, -1.42)  0.53
Cl (3.83, -3.25, 1.56)  0.57
P (-0.84, -0.05, 0.46)  1.04
O (-1.25, -4.04, 0.84)  0.22
O (0.31, -1.15, -2.96)  0.09
O (2.09, 0.78, 2.32)  -0.43
O (-0.59, 2.02, -3.98)  0.13
O (0.46, -2.55, 0.90)  -0.36
O (1.20, -1.63, 3.29)  -0.40
N (1.70, 1.25, -2.45)  0.24
N (3.42, -0.50, 0.27)  -0.05
N (1.40, -0.73, -1.07)  -0.18
N (3.27, 0.45, -0.80)  0.05
N (0.17, -0.79, -1.77)  -0.09
C (0.65, -2.94, 3.70)  0.03
C (-3.05, -0.61, -4.82)  0.03
C (2.07, 0.42, -1.44)  -0.39
C (-2.92, 1.87, -3.62)  0.11
C (-1.69, 1.38, -4.23)  -0.24
C (-0.92, -2.91, 0.69)  -0.47
C (-3.82, 2.51, 1.27)  -0.02
C (-1.84, 0.05, -4.77)  0.09
C (-1.25, 2.76, 0.08)  -0.11
C (-1.74, 1.50, 0.50)  -0.42
C (-4.22, -0.06, -4.30)  0.13
C (-4.11, 1.18, -3.68)  0.02
C (-1.81, -1.68, 0.28)  -0.19
C (2.07, 0.63, 3.80)  -0.09
C (-2.05, 3.87, 0.26)  -0.05
C (-3.33, 3.75, 0.85)  0.00
C (1.86, -0.79, 4.29)  -0.11
C (3.56, -4.37, 0.15)  -0.78
C (2.46, 2.14, 1.87)  0.01
C (-3.04, 1.36, 1.09)  -0.07
H (-0.94, -0.50, -5.09)  0.15
H (-5.01, 1.66, -3.29)  0.15
H (-2.86, 2.82, -3.10)  0.15
H (0.73, 1.22, -2.86)  0.08
H (-3.44, 0.39, 1.33)  0.10
H (1.29, -3.38, 4.47)  0.12
H (-3.09, -1.57, -5.32)  0.15
H (-0.26, 2.84, -0.34)  0.09
H (3.40, 2.38, 2.36)  0.11
H (-5.18, -0.52, -4.41)  0.16
H (-4.83, 2.42, 1.67)  0.14
H (-2.03, -1.69, -0.82)  0.10
H (3.06, 0.99, 4.15)  0.16
H (-3.90, 4.67, 0.99)  0.14
H (3.69, -1.41, -0.10)  -0.01
H (2.79, -1.27, 4.55)  0.14
H (2.12, 2.14, -2.62)  0.15
H (4.21, -0.23, 0.87)  0.15
H (1.27, 1.31, 4.17)  0.16
H (1.19, -0.80, 5.18)  0.17
H (2.65, -4.95, 0.37)  0.05
H (2.57, 2.09, 0.77)  0.08
H (-2.71, -1.76, 0.88)  0.10
H (-0.34, -2.74, 4.10)  0.12
H (0.63, -3.56, 2.79)  0.08
H (4.48, -4.92, 0.00)  0.05
H (1.70, 2.91, 2.13)  0.12
H (-1.69, 4.87, -0.04)  0.14
H (4.04, 1.07, -1.05)  0.19

For the HOMO-LUMO gap (spin up / spin down), the calculation gives 4.163 / 4.154 eV. The HOMO energy (spin up / spin down) comes out at -19.2437 / -19.2359 eV. Its net charge is +4. The relative energy (zero: lowest compared OMol25 entry of this formula, charge and spin) comes out at 0.0 kcal per mole.

=====

(3)
Entry from the Open Molecules 2025 dataset: a molecular structure, C20H29Cl2NO5PTi at a distorted geometry (wB97M-V/def2-TZVPD).

Last column: Mulliken spin population.
Atoms and positions in Å:
Ti (0.53, -0.49, 0.05)  1.74
Cl (5.45, -0.31, 0.81)  0.00
Cl (4.50, 4.96, 1.42)  0.00
P (0.84, -0.63, -2.53)  0.00
O (2.57, -0.41, 0.01)  -0.01
O (-1.57, 0.04, 1.03)  0.00
O (1.00, -2.65, 0.82)  0.01
O (0.70, -0.38, 2.32)  0.00
O (-1.21, -2.06, -0.48)  0.01
N (0.83, 1.62, -0.02)  -0.09
C (-2.43, -1.35, -0.68)  0.04
C (2.14, 1.89, 0.33)  0.09
C (1.74, -2.16, -2.97)  0.01
C (-1.31, -3.13, 0.46)  0.02
C (3.93, 3.37, 1.02)  0.02
C (0.00, 2.62, -0.15)  0.13
C (0.08, -3.71, 0.60)  0.01
C (-0.50, -0.61, -3.77)  0.00
C (1.64, 4.25, 0.50)  0.05
C (2.57, 3.19, 0.63)  -0.02
C (-0.18, 0.57, 2.91)  0.01
C (4.33, 1.01, 0.74)  0.03
C (1.97, 0.66, -3.15)  0.01
C (3.03, 0.76, 0.36)  -0.06
C (-1.60, 0.34, 2.44)  0.01
C (1.63, -2.54, 2.11)  0.00
C (4.77, 2.30, 1.07)  -0.01
C (-2.78, -0.54, 0.55)  0.01
C (0.37, 3.97, 0.09)  -0.01
C (0.82, -1.64, 3.01)  0.03
H (-1.67, -2.75, 1.42)  -0.01
H (2.24, 0.48, -4.19)  0.00
H (-2.21, 1.23, 2.62)  0.00
H (-2.06, -0.51, 2.95)  0.00
H (1.50, 1.64, -3.07)  0.00
H (1.10, -3.03, -2.79)  0.00
H (-2.25, -0.70, -1.54)  -0.02
H (-3.23, -2.05, -0.93)  0.01
H (-0.18, -2.04, 3.21)  -0.01
H (-0.13, 0.51, 4.00)  0.00
H (0.20, 1.55, 2.61)  0.00
H (-0.11, -0.63, -4.79)  0.00
H (1.95, 5.26, 0.71)  0.00
H (2.61, -2.13, 1.92)  0.00
H (-3.51, 0.23, 0.31)  0.01
H (2.62, -2.25, -2.34)  0.00
H (-1.11, 0.29, -3.67)  0.00
H (-1.02, 2.37, -0.42)  0.01
H (5.81, 2.45, 1.37)  0.00
H (2.87, 0.66, -2.54)  0.00
H (-1.14, -1.48, -3.64)  0.00
H (0.39, -4.22, -0.31)  -0.01
H (1.34, -1.48, 3.96)  0.00
H (-0.37, 4.74, -0.04)  0.00
H (2.05, -2.17, -4.02)  0.00
H (0.11, -4.43, 1.42)  0.00
H (-2.01, -3.88, 0.09)  0.00
H (-3.21, -1.17, 1.34)  0.00
H (1.73, -3.53, 2.56)  0.00

For the HOMO-LUMO gap (spin up / spin down), the calculation gives 6.473 / 7.388 eV. As for the multiplicity: 3. The HOMO energy (spin up / spin down) comes out at -8.8851 / -9.9506 eV. As for the expectation value of S²: 2.0102. Its net charge is +1.

=====

(4)
Entry from the Open Molecules 2025 dataset: 3 unconnected molecules or ions with the total composition C20H29F5INO9S2 (wB97M-V/def2-TZVPD).

Last column: Löwdin charge in e.
Atoms and positions in Å:
I (2.33, -2.59, -2.49)  1.03
S (-3.90, 3.21, -5.71)  0.56
S (4.92, -2.54, 5.18)  0.57
F (-0.20, 3.84, 0.85)  0.18
F (-2.47, 1.26, 0.51)  0.12
F (-1.98, 2.91, -0.85)  0.13
F (-1.86, 3.12, 2.01)  0.17
F (-0.04, 1.94, 1.91)  0.17
O (-2.79, 4.29, -5.37)  -0.26
O (-3.30, 2.05, -6.28)  -0.27
O (5.45, -3.86, 5.14)  -0.26
O (3.85, -2.19, 4.28)  -0.30
O (-0.44, -1.32, -3.40)  0.10
O (4.47, -2.17, 6.65)  -0.26
O (1.44, 2.24, -0.39)  0.14
O (-4.76, 3.06, -4.57)  -0.28
O (-4.25, -3.70, 0.01)  -0.07
N (4.25, -1.13, 1.34)  0.12
C (-4.72, 4.12, -6.97)  -0.12
C (3.23, -0.52, 0.92)  -0.23
C (-0.54, 1.03, -0.79)  0.02
C (-1.05, 0.12, -1.63)  -0.06
C (-2.85, -1.76, -0.01)  -0.19
C (1.29, -0.93, -1.84)  -0.58
C (-0.08, -0.78, -2.39)  -0.39
C (-2.49, -0.13, -1.99)  -0.11
C (0.94, 1.20, -0.73)  -0.28
C (3.16, -2.62, 7.08)  -0.24
C (-0.86, 2.75, 1.21)  -0.55
C (3.19, 0.04, -0.49)  -0.15
C (-2.94, -3.24, 0.34)  -0.27
C (-2.11, 4.14, -4.09)  -0.24
C (-2.98, -1.51, -1.51)  -0.16
C (6.22, -1.37, 5.02)  -0.12
C (1.81, 0.01, -1.06)  -0.20
C (-1.08, 3.03, -4.11)  -0.06
C (3.13, -4.10, 7.42)  -0.07
C (-1.44, 1.97, -0.01)  -0.35
H (6.68, -1.54, 4.05)  0.08
H (-4.03, -1.59, -1.81)  0.12
H (-4.40, -4.55, 0.44)  0.09
H (3.54, 1.08, -0.45)  0.13
H (-2.71, -3.39, 1.40)  0.12
H (-1.64, 5.11, -3.93)  0.13
H (-5.15, 5.02, -6.53)  0.08
H (-0.54, 3.03, -3.16)  0.07
H (-0.37, 3.17, -4.92)  0.09
H (4.11, -1.42, 2.32)  0.01
H (-4.00, 4.37, -7.74)  0.08
H (-3.65, -1.23, 0.53)  0.12
H (6.94, -1.55, 5.82)  0.08
H (2.96, -2.01, 7.96)  0.12
H (2.16, -4.34, 7.85)  0.08
H (-2.86, 3.99, -3.32)  0.11
H (5.81, -0.37, 5.08)  0.08
H (-2.44, -2.28, -2.06)  0.12
H (-5.50, 3.47, -7.36)  0.08
H (-2.19, -3.79, -0.25)  0.12
H (2.44, -2.36, 6.31)  0.11
H (-2.55, -0.12, -3.08)  0.13
H (-3.13, 0.67, -1.62)  0.12
H (-1.56, 2.06, -4.23)  0.07
H (3.89, -0.53, -1.11)  0.08
H (3.91, -4.34, 8.15)  0.09
H (-1.90, -1.37, 0.38)  0.11
H (2.34, -0.35, 1.54)  0.13
H (3.29, -4.71, 6.54)  0.07

For the HOMO-LUMO gap, the calculation gives 7.960 eV. The SMILES is [H]/N=C/CC1=C(I)C(=O)C(CCCCO)=C(C(F)(F)C(F)(F)F)C1=O.CCOS(C)(=O)=O.CCOS(C)(=O)=O. The HOMO energy comes out at -9.5366 eV.